# 1
{"formula": "C26H34ClN3O5", "method": "ωB97M-V with the def2-TZVPD basis set", "e_lumo_ev": -1.767, "smiles": "Cc1cc(CC(N)(N)N)cc2c1C(=O)c1ccc(Cl)cc1C2=O.CC(C)=O.CC(C)=O.CC(C)=O", "e_homo_ev": -8.92, "gap_ev": 7.1496, "relative_energy_ev": 20.2193, "total_charge": 0, "symbols": ["C", "C", "C", "C", "C", "C", "N", "N", "N", "C", "C", "C", "C", "O", "C", "C", "C", "C", "Cl", "C", "C", "C", "O", "H", "H", "H", "H", "H", "H", "H", "H", "H", "H", "H", "H", "H", "H", "H", "H", "C", "C", "O", "C", "H", "H", "H", "H", "H", "H", "C", "C", "O", "C", "H", "H", "H", "H", "H", "H", "C", "C", "O", "C", "H", "H", "H", "H", "H", "H"], "xyz": [[0.825759, 7.958378, -2.595888], [-0.673075, 7.338085, -2.257100], [-1.834864, 8.205630, -1.422823], [-3.323051, 7.560221, -1.042301], [-4.482723, 8.378539, -0.178227], [-4.115508, 8.180884, 1.433958], [-4.608841, 6.843406, 1.989192], [-4.788522, 9.254176, 2.307063], [-2.633708, 8.246216, 1.731894], [-3.715003, 5.997930, -1.490934], [-2.553472, 5.178684, -2.308417], [-1.054599, 5.807311, -2.702962], [-0.034370, 4.780864, -3.539875], [0.704303, 5.145506, -4.590786], [-0.047117, 3.205310, -2.979220], [1.373322, 2.399327, -2.837957], [1.273031, 0.849548, -2.220824], [-0.191514, 0.232434, -1.807415], [-0.205268, -1.499848, -1.079226], [-1.624428, 1.051959, -1.960754], [-1.538770, 2.576090, -2.559037], [-2.852476, 3.593481, -2.750288], [-4.020568, 3.169763, -3.241412], [0.812520, 9.100907, -2.865181], [1.481906, 7.740416, -1.622877], [1.374535, 7.407205, -3.474712], [-1.620964, 9.325995, -1.070468], [-4.400828, 9.503130, -0.511922], [-5.548073, 7.904729, -0.352420], [-5.429343, 6.490772, 1.413043], [-3.882909, 6.088026, 1.860258], [-4.334135, 9.300532, 3.255013], [-5.779330, 8.906359, 2.477641], [-2.166917, 9.080125, 1.313127], [-2.134267, 7.353406, 1.526412], [-4.744290, 5.489464, -1.217938], [2.400484, 2.900337, -3.127841], [2.303855, 0.276840, -2.118084], [-2.672353, 0.592761, -1.635345], [0.492779, -5.008193, -0.695232], [0.171641, -6.422106, -0.290340], [0.838283, -7.009976, 0.559765], [-0.996717, -7.088785, -0.965881], [1.359473, -4.655709, -0.125894], [0.735871, -4.972846, -1.760114], [-0.357329, -4.357058, -0.476996], [-0.819953, -7.146110, -2.042902], [-1.913292, -6.530327, -0.759810], [-1.110219, -8.105434, -0.574817], [1.829766, -5.774935, 3.193820], [2.938915, -5.929678, 4.199829], [3.564480, -4.955738, 4.615510], [3.252948, -7.322200, 4.677474], [1.714877, -4.715605, 2.940504], [2.074229, -6.327805, 2.283386], [0.890034, -6.136920, 3.618272], [3.560823, -7.944033, 3.833055], [2.376589, -7.753267, 5.168010], [4.074603, -7.281188, 5.400376], [3.898258, -9.242782, 0.351159], [5.028636, -9.185838, 1.343741], [5.129634, -8.257323, 2.143952], [6.030572, -10.308960, 1.319255], [3.253693, -8.367426, 0.484716], [4.296571, -9.231908, -0.666459], [3.302952, -10.144047, 0.517348], [6.523895, -10.345578, 0.344679], [5.530306, -11.257854, 1.528502], [6.789252, -10.135271, 2.089725]], "forces_ev_per_angstrom": [[-0.08, -0.69, 0.67], [-3.11, -1.53, 0.27], [-1.16, -3.41, -0.86], [1.57, -2.34, -1.73], [1.48, -0.50, -0.08], [0.37, 0.01, 1.29], [0.42, -0.62, -2.06], [-0.47, -1.17, -0.60], [-1.04, -0.02, -0.39], [4.71, 1.76, -1.28], [0.18, 1.83, 0.90], [-2.18, 1.49, 1.60], [1.91, 0.93, -3.19], [-4.29, -2.10, 6.64], [0.22, -1.82, 0.89], [-4.71, -1.91, 1.28], [-2.96, 2.64, -0.68], [0.56, 3.24, -1.23], [-0.04, 2.79, -1.18], [3.38, 2.15, -1.22], [2.96, -1.73, 0.49], [-3.39, -1.27, -1.69], [7.17, 2.58, 3.34], [-0.22, -2.28, 0.82], [-1.41, 0.78, -2.08], [-1.52, 0.87, 1.68], [-0.43, -2.80, -0.98], [-0.45, -2.22, 0.88], [2.20, 1.14, 0.00], [1.28, 0.73, 0.90], [-0.90, 1.15, 0.11], [-0.40, -0.53, -1.51], [1.71, 0.68, -0.26], [-0.65, -1.27, 0.37], [-0.66, 1.37, -0.14], [2.41, 1.21, -0.73], [-2.46, -1.19, 0.63], [-2.72, 1.03, -0.06], [2.72, 1.02, -0.82], [0.43, 0.02, 0.33], [0.81, -0.72, 1.05], [-0.85, 0.60, -1.25], [0.03, -0.44, 0.27], [-0.19, -0.09, -0.11], [-0.22, 0.11, 0.02], [-0.01, -0.05, -0.23], [-0.16, 0.17, 0.03], [0.05, 0.04, -0.23], [0.04, 0.24, -0.07], [0.23, 0.40, 0.02], [0.75, 1.27, 0.54], [-0.72, -1.15, -0.48], [0.31, 0.05, 0.29], [0.05, -0.19, 0.09], [-0.22, -0.07, 0.22], [0.05, -0.18, -0.18], [-0.18, 0.03, 0.09], [-0.02, -0.08, -0.16], [-0.17, 0.02, -0.17], [-0.22, 0.48, 0.17], [0.11, 1.19, 0.97], [-0.10, -1.19, -1.03], [0.31, 0.18, 0.39], [0.11, -0.20, -0.01], [-0.06, -0.22, 0.03], [0.11, -0.04, -0.19], [-0.14, -0.18, 0.01], [0.05, 0.00, -0.23], [-0.18, -0.02, -0.17]], "mulliken_charge": [-1.040, 0.485, -0.451, 0.529, -0.931, 0.379, -0.651, -0.619, -0.608, -0.689, 0.335, 0.134, 0.065, -0.522, 0.207, -0.429, -0.320, 0.077, -0.173, -0.452, 0.415, 0.071, -0.511, 0.312, 0.268, 0.299, 0.289, 0.307, 0.321, 0.289, 0.276, 0.331, 0.281, 0.260, 0.279, 0.240, 0.329, 0.294, 0.320, -0.973, 0.721, -0.518, -1.187, 0.317, 0.410, 0.227, 0.355, 0.340, 0.293, -0.534, 0.758, -0.597, -0.844, 0.273, -0.069, 0.356, 0.053, 0.348, 0.292, -0.842, 0.860, -0.563, -1.176, 0.057, 0.365, 0.317, 0.337, 0.324, 0.307]}

=====

# 2
{"formula": "C14H23Cl2O2P2W", "method": "ωB97M-V with the def2-TZVPD basis set", "spin_multiplicity": 3, "e_lumo_ev": [-13.533, -14.593], "s_squared": 2.0365, "e_homo_ev": [-18.14, -18.10], "gap_ev": [4.6065, 3.5069], "relative_energy_ev": 3.5042, "total_charge": 3, "symbols": ["C", "C", "H", "H", "H", "O", "Cl", "W", "P", "C", "C", "H", "H", "H", "C", "H", "H", "H", "H", "H", "H", "C", "O", "Cl", "C", "P", "C", "C", "C", "C", "C", "C", "C", "H", "H", "H", "H", "H", "H", "H", "H", "H", "H", "H"], "xyz": [[-0.307300, -2.556822, -2.842126], [-0.981984, -1.409793, -2.233780], [-1.010398, -3.086952, -3.518107], [0.005691, -3.284629, -2.064016], [0.551972, -2.232691, -3.459439], [-2.127013, -1.089877, -2.417552], [2.353013, -1.759897, 1.485581], [0.814681, -0.824939, -0.028196], [0.234569, 0.903058, -1.718072], [-1.432951, 1.620560, -1.906424], [1.060954, 2.533819, -1.347579], [1.965131, 0.583748, -3.407883], [0.538367, 1.503400, -4.032675], [0.473175, -0.287649, -3.858885], [0.863333, 0.642250, -3.419521], [2.155752, 2.443040, -1.345605], [0.762820, 3.262359, -2.119357], [-1.372290, 2.340150, -2.737371], [-1.709967, 2.122276, -0.969093], [0.730979, 2.911248, -0.369939], [-2.170782, 0.841669, -2.139528], [-0.847098, -1.950495, 0.071241], [-1.736266, -2.742874, 0.146439], [2.845150, -0.055704, -0.941878], [-2.030017, -0.272295, 2.344511], [-0.278185, -0.401004, 2.061188], [0.470349, 1.163781, 1.554653], [0.392433, -0.695074, 3.760059], [0.802545, -1.984674, 4.159819], [1.447406, -2.169956, 5.371706], [1.651893, -1.086128, 6.242056], [1.201154, 0.191663, 5.870700], [0.557023, 0.384169, 4.649346], [-2.598925, -0.619044, 1.477437], [-2.250343, 0.773761, 2.579316], [-2.230645, -0.921901, 3.203565], [-0.289538, 1.877132, 1.176359], [0.973831, 1.542342, 2.471422], [1.313631, 1.009106, 0.780649], [0.610272, -2.849061, 3.521587], [1.768280, -3.178586, 5.657038], [2.147004, -1.253202, 7.198679], [1.324526, 1.049388, 6.545418], [0.163769, 1.378130, 4.409358]], "forces_ev_per_angstrom": [[1.66, -1.39, -0.52], [-7.01, -0.05, -2.46], [0.01, 0.51, 0.41], [0.10, 0.42, -0.41], [-0.15, -0.26, 0.55], [5.65, -0.60, 1.71], [-1.10, 0.08, -0.98], [3.42, -0.06, 1.48], [-0.02, 3.36, -1.78], [-0.38, -0.73, 0.18], [0.44, -0.04, 0.52], [-0.54, 0.07, -0.01], [0.09, -0.40, 0.32], [0.17, 0.60, -0.14], [0.06, -0.48, -0.23], [-0.39, -0.01, -0.04], [-0.04, -0.45, 0.19], [-0.10, -0.17, 0.36], [0.00, 0.02, -0.34], [0.10, 0.03, -0.43], [0.04, 0.88, 0.10], [-5.15, -5.32, 0.90], [4.42, 4.19, -0.33], [-0.35, -0.48, -0.26], [-0.57, -0.18, -0.69], [-0.12, 0.13, 3.68], [-0.52, 0.26, -0.83], [0.70, -0.79, -0.08], [-0.26, 0.15, -0.48], [-0.07, 0.03, 0.54], [-0.17, 0.05, -0.57], [-0.11, -0.22, 0.31], [-0.08, 0.22, -0.50], [-0.26, 0.30, 0.24], [-0.20, -0.17, 0.09], [-0.12, 0.21, -0.13], [0.61, -0.39, 0.11], [0.22, -0.28, -0.65], [-0.11, 0.83, 0.58], [0.17, 0.20, 0.15], [-0.15, 0.48, -0.09], [-0.11, 0.15, -0.26], [-0.06, -0.47, -0.33], [0.24, -0.22, 0.11]], "mulliken_charge": [-0.900, 0.203, 0.421, 0.389, 0.388, -0.253, -0.105, 0.640, 0.679, -1.254, -1.134, 0.344, 0.464, 0.377, -0.915, 0.448, 0.471, 0.513, 0.359, 0.392, 0.420, 0.463, -0.270, -0.128, -1.330, 0.740, -0.933, 0.494, -0.284, -0.738, -0.491, -0.864, -0.401, 0.509, 0.443, 0.458, 0.396, 0.534, 0.316, 0.461, 0.423, 0.439, 0.411, 0.406]}